A molecular structure, C13H30Cl2InN3OP at a distorted geometry. Source: OMol25; level of theory: ωB97M-V with the def2-TZVPD basis set.

The geometry in XYZ format:
```
51
Properties=species:S:1:pos:R:3:mulliken_charge:R:1
In -1.10031 -0.47443 -1.24930 1.329
Cl -1.80073 -2.01494 0.57350 -0.577
Cl 0.37118 -0.88951 -3.10726 -0.608
C -2.80425 -0.84553 -2.14122 -1.550
H -2.81759 -0.93763 -3.22762 0.310
H -3.67427 -1.18180 -1.58164 0.383
C -2.01951 1.49773 -0.71760 -0.308
C -2.66075 0.97375 -1.80468 0.256
H -2.37222 1.22313 0.28311 0.202
C -4.12896 1.48790 -1.69858 -0.836
H -2.29028 1.34618 -2.78313 0.242
C -4.17774 3.03403 -1.72149 -0.611
H -4.74180 1.07556 -2.50681 0.351
H -4.55130 1.12045 -0.75339 0.272
C -3.03121 3.74489 -0.97021 -0.622
H -4.17081 3.36502 -2.76781 0.297
H -5.13448 3.36314 -1.30100 0.297
C -1.70261 2.94950 -0.87666 -0.830
H -2.84421 4.71545 -1.44258 0.331
H -3.37170 3.95481 0.05123 0.308
H -1.12319 3.10364 -1.79881 0.242
H -1.09116 3.30949 -0.04256 0.275
C 1.30009 -2.63297 2.63272 -1.086
N 1.02516 -1.31604 2.08351 0.704
C 0.09934 -0.49855 2.86474 -0.946
P 1.63463 -0.74034 0.67143 0.339
O 0.67081 0.22186 0.01400 -0.990
N 3.09672 0.03991 0.94392 0.117
C 3.07557 1.46400 1.28877 -0.981
C 4.10281 -0.70803 1.70840 -1.162
N 2.18085 -2.05427 -0.17545 0.384
C 3.17616 -1.81842 -1.22670 -0.999
C 1.29488 -3.17851 -0.48215 -1.076
H 0.45765 -3.31735 2.44795 0.210
H 1.42376 -2.52852 3.71988 0.409
H 2.21833 -3.06512 2.21725 0.348
H 0.33489 0.57096 2.77472 0.209
H -0.93221 -0.67698 2.52900 0.250
H 0.18787 -0.79298 3.91865 0.321
H 2.69721 1.63538 2.31064 0.285
H 4.10815 1.83149 1.23803 0.366
H 2.46310 2.01956 0.57091 0.260
H 3.82312 -0.81249 2.76876 0.277
H 4.26933 -1.70134 1.27839 0.297
H 5.04169 -0.14373 1.65598 0.452
H 3.81731 -0.97370 -0.95591 0.369
H 3.79147 -2.72287 -1.32943 0.351
H 2.67774 -1.60429 -2.18380 0.199
H 1.72112 -4.10131 -0.06125 0.267
H 0.28594 -3.02884 -0.06849 0.278
H 1.19442 -3.28736 -1.56999 0.394
```

Results
* relative energy (zero: lowest compared OMol25 entry of this formula, charge and spin): 8.26 kcal/mol
* frontier orbital gap: 5.5 eV
* charge: -1
* calculated total energy: -59994.718 eV